Below is a structure of composition C11H14N2PtS, with properties calculated with ωB97M-V/def2-TZVPD.

Computed properties:
expectation value of S² = 6.029
largest force on an atom = 0.50 eV Å⁻¹
LUMO (alpha / beta) = -14.714 / -18.269 eV
HOMO energy (alpha / beta) = -23.714 / -23.589 eV
net charge = +4
spin multiplicity = 5
calculated total energy = -28644.31204 eV
frontier orbital gap (alpha / beta) = 9.000 / 5.319 eV

Geometry as XYZ:
```
29
Properties=species:S:1:pos:R:3:forces:R:3
Pt 0.046 -0.280 -0.225 -0.155 0.023 0.341
C 2.971 3.001 -3.706 -0.022 -0.241 0.090
C 2.276 1.826 -3.192 0.186 0.300 -0.074
C 2.950 0.636 -2.822 0.054 -0.114 0.040
C 2.251 -0.466 -2.415 -0.025 0.062 0.013
C 0.788 -0.466 -2.352 0.037 -0.008 -0.289
C 0.084 0.684 -2.695 0.173 0.245 0.005
C 0.830 1.856 -3.109 -0.327 -0.367 0.097
H 2.962 2.858 -4.816 0.038 0.074 -0.029
H 4.022 3.047 -3.421 -0.013 0.007 -0.043
H 2.441 3.941 -3.543 -0.005 0.001 -0.006
H 4.032 0.597 -2.893 -0.029 0.011 0.002
H 2.775 -1.384 -2.166 0.015 0.023 -0.030
H 0.276 -1.439 -2.400 -0.007 0.027 0.061
H -0.998 0.694 -2.802 0.019 -0.041 -0.023
H 0.294 2.739 -3.446 0.003 0.007 0.015
C -1.492 -3.160 3.247 -0.061 0.330 -0.006
N -2.059 -1.777 3.457 0.102 -0.213 -0.057
C -3.097 -1.510 4.254 -0.032 0.105 0.003
C -3.301 -0.085 4.237 0.026 -0.068 0.056
N -2.364 0.408 3.427 0.057 -0.024 -0.151
C -1.595 -0.609 2.916 -0.099 0.128 0.121
S -0.095 -0.390 2.054 0.110 -0.038 -0.163
H -2.245 -3.745 2.722 0.043 -0.078 0.043
H -1.259 -3.564 4.230 -0.027 -0.082 -0.040
H -0.585 -3.062 2.657 -0.008 -0.080 0.009
H -3.649 -2.269 4.802 -0.006 -0.009 0.008
H -4.035 0.520 4.764 -0.014 -0.011 -0.002
H -2.224 1.401 3.236 -0.030 0.033 0.010
```
Positions in Å, forces in eV/Å.

Löwdin population analysis, charges in e, atoms 1 to 2: atom 1 (Pt): 0.8938, atom 2 (C): 0.0532